No. 1
The following is a DFT calculation (ωB97M-V/def2-TZVPD) of a molecular structure, C5H8O2.

The geometry in XYZ format:
```
15
Properties=species:S:1:pos:R:3:nbo_charge:R:1
O -2.578 -0.357 0.245 -0.73
C -1.614 0.311 -0.580 -0.09
C -0.231 0.347 0.094 -0.26
C 0.590 -0.894 0.071 -0.48
C 1.968 -0.435 0.387 -0.45
C 1.530 1.095 -0.520 0.63
O 1.942 1.781 -1.392 -0.51
H -3.444 -0.270 -0.186 0.47
H -1.946 1.338 -0.768 0.17
H -1.542 -0.211 -1.546 0.16
H -0.298 0.813 1.081 0.21
H 0.534 -1.609 0.897 0.24
H 0.505 -1.405 -0.899 0.21
H 2.723 -1.231 0.192 0.22
H 2.041 -0.144 1.446 0.21
```

Computed properties:
orbital gap = 9.597 eV
strongest force on any atom = 2.29 eV/Å



No. 2
The following is a DFT calculation (ωB97M-V/def2-TZVPD) of a single C6H12N2O molecule.

The geometry in XYZ format:
```
21
Properties=species:S:1:pos:R:3:nbo_charge:R:1
C -0.902 1.403 0.908 -0.18
C -1.944 0.559 1.098 -0.43
C 0.528 1.216 1.483 -0.45
C 1.307 -0.096 1.097 -0.42
C 1.986 -0.148 -0.253 -0.06
C 0.275 -1.286 -1.691 0.18
N -1.902 -1.782 -2.441 -0.58
N -0.972 -1.050 -1.944 -0.23
O 1.048 -0.140 -1.320 -0.56
H -3.006 0.970 0.737 0.21
H -1.926 -0.421 1.553 0.21
H 1.264 2.008 1.358 0.22
H 0.322 1.221 2.655 0.22
H 2.158 -0.101 1.857 0.21
H 0.667 -1.086 1.329 0.21
H 2.757 0.690 -0.296 0.19
H 2.503 -1.015 -0.340 0.17
H 0.839 -2.014 -2.175 0.17
H -1.050 2.303 0.360 0.20
H -2.819 -1.155 -2.504 0.31
H -1.133 -0.077 -1.471 0.40
```

Computed properties:
orbital gap = 8.248 eV
strongest force on any atom = 3.91 eV/Å



No. 3
The following is a DFT calculation (ωB97M-V/def2-TZVPD) of a single C20H23ClN2O2S molecule.

The geometry in XYZ format:
```
49
Properties=species:S:1:pos:R:3:nbo_charge:R:1
O -2.222 -1.193 1.652 -0.64
C -1.483 -1.681 0.817 0.68
N -1.939 -2.468 -0.192 -0.61
C -3.345 -2.612 -0.472 -0.25
C -3.731 -1.928 -1.779 -0.52
S -3.268 -0.154 -1.805 0.21
C -4.643 0.515 -0.878 -0.18
C -5.750 0.981 -1.569 -0.20
C -6.827 1.501 -0.875 -0.23
C -6.780 1.550 0.510 -0.03
Cl -8.124 2.198 1.382 0.01
C -5.672 1.091 1.205 -0.22
C -4.594 0.576 0.506 -0.21
C -0.011 -1.463 0.830 -0.15
C 0.460 -0.253 1.331 -0.17
C 1.813 0.016 1.356 -0.16
C 2.727 -0.923 0.890 -0.05
C 4.198 -0.612 0.927 -0.24
N 4.450 0.746 0.480 -0.44
C 4.162 0.915 -0.934 -0.26
C 4.338 2.387 -1.304 -0.07
O 5.644 2.833 -1.023 -0.52
C 5.943 2.650 0.341 -0.07
C 5.807 1.183 0.750 -0.25
C 2.258 -2.140 0.412 -0.17
C 0.902 -2.411 0.380 -0.20
H -1.300 -2.726 -0.927 0.39
H -3.605 -3.676 -0.536 0.20
H -3.882 -2.167 0.369 0.24
H -4.802 -2.002 -1.958 0.23
H -3.192 -2.368 -2.619 0.21
H -5.766 0.938 -2.647 0.23
H -7.694 1.867 -1.401 0.23
H -5.647 1.137 2.282 0.23
H -3.726 0.216 1.040 0.26
H -0.256 0.469 1.694 0.23
H 2.181 0.959 1.729 0.22
H 4.757 -1.355 0.329 0.17
H 4.547 -0.688 1.963 0.21
H 3.131 0.609 -1.125 0.22
H 4.837 0.300 -1.557 0.17
H 4.186 2.539 -2.374 0.19
H 3.609 2.987 -0.741 0.17
H 6.968 2.997 0.481 0.19
H 5.262 3.257 0.956 0.17
H 6.007 1.084 1.820 0.20
H 6.548 0.581 0.193 0.17
H 2.960 -2.883 0.062 0.20
H 0.564 -3.376 0.028 0.21
```

Computed properties:
orbital gap = 9.452 eV
structure (SMILES) = O=C(NCCSc1ccc(Cl)cc1)c1ccc(CN2CCOCC2)cc1
strongest force on any atom = 0.62 eV/Å



No. 4
The following is a DFT calculation (ωB97M-V/def2-TZVPD) of 2 unconnected molecules or ions with the total composition C9H14.

The geometry in XYZ format:
```
23
Properties=species:S:1:pos:R:3:nbo_charge:R:1
C 1.390 -1.245 -2.635 -0.64
C 0.483 -0.181 -2.083 0.02
C 0.485 1.106 -2.597 -0.24
C -0.342 2.040 -2.022 -0.18
C -1.217 1.801 -0.970 -0.24
C -1.226 0.460 -0.564 -0.18
C -0.411 -0.551 -1.055 -0.24
H 2.466 -1.049 -2.622 0.22
H 1.289 -1.397 -3.722 0.22
H 1.132 -2.224 -2.236 0.21
H 1.134 1.353 -3.423 0.21
H -0.272 3.086 -2.327 0.20
H -1.838 2.591 -0.588 0.22
H -1.961 0.122 0.167 0.20
H -0.389 -1.514 -0.579 0.22
C 0.043 -1.209 3.760 -0.61
C -0.306 0.106 3.046 -0.62
H -0.403 -2.105 3.334 0.20
H 1.121 -1.395 3.716 0.20
H -0.197 -1.159 4.817 0.20
H -0.258 0.931 3.755 0.21
H -1.223 0.057 2.472 0.21
H 0.499 0.375 2.356 0.21
```

Computed properties:
orbital gap = 10.029 eV
structure (SMILES) = Cc1ccccc1.CC
strongest force on any atom = 2.50 eV/Å



Energy above the lowest of the compared OMol25 structures with the same formula, charge and spin (kcal/mol)
83.6; 128.2; 25.3; 13.8
Lowest unoccupied orbital energy (eV)
0.772; 0.857; 0.495; 1.006